{"formula": "C5H16N2OS2", "method": "ωB97M-V/def2-TZVPD", "species": ["C", "C", "C", "C", "C", "N", "N", "O", "S", "S", "H", "H", "H", "H", "H", "H", "H", "H", "H", "H", "H", "H", "H", "H", "H", "H"], "coordinates": [[-3.06412, -2.56809, 0.23010], [0.56971, -1.79128, 1.10862], [2.08435, 3.84232, -1.01841], [-1.68828, -2.06302, 0.32146], [1.07029, 1.56001, -0.65967], [-0.43101, -2.83360, 0.65965], [0.90600, 2.99564, -0.59596], [1.86924, 0.99669, 0.23282], [-1.26709, -1.12779, -1.28378], [-1.34145, 0.75067, -0.56455], [-3.39655, -3.02575, -0.69889], [-3.46156, -3.36699, 0.91299], [-3.81133, -1.71542, 0.32541], [1.48117, -2.35280, 1.39938], [0.79637, -1.03216, 0.40503], [0.24385, -1.37711, 1.98571], [2.24203, 3.58697, -1.98720], [1.99596, 4.90045, -0.91483], [3.00430, 3.44805, -0.46458], [-1.75540, -1.15989, 0.94521], [1.10958, 1.05909, -1.59527], [-0.44035, -3.41378, 1.55374], [-0.20794, -3.38931, -0.16657], [0.91134, 3.42375, 0.41273], [-0.08474, 3.25722, -1.11602], [2.66562, 1.39613, 0.57288]], "atomic_forces_ev_per_a": [[-3.4121, -1.5774, 0.0821], [2.4480, -2.6264, -1.0649], [1.8960, -1.6458, 1.3208], [0.3399, 2.4966, -0.5485], [-1.4885, -1.1377, 0.9272], [-0.7705, 0.7026, 1.9242], [-2.4772, 3.2744, 1.2970], [-0.5458, -0.8400, 0.5394], [-0.4133, 0.0854, 0.4313], [1.8131, 0.6199, -0.2536], [0.6959, 0.0510, -0.5968], [1.0211, 0.8769, 0.2081], [1.2469, -0.7859, 0.1240], [-0.2893, 0.3953, -0.5033], [-0.0318, 0.1911, -0.7869], [-1.3350, 1.0474, 2.0964], [0.6694, -0.3171, -3.1183], [-0.6457, 0.5574, 0.4580], [-1.3598, 0.7526, -0.4451], [0.5979, -0.8168, 0.4939], [-0.0167, 0.4689, -1.1785], [-0.8416, 0.1288, -1.7037], [0.6504, -0.1993, 0.2995], [-1.2993, -1.8805, -1.6023], [3.0615, -0.5416, 1.5358], [0.4864, 0.7201, 0.0639]], "nbo_charge": [-0.711, -0.415, -0.415, -0.167, 0.330, -0.527, -0.612, -0.696, 0.177, -0.118, 0.261, 0.277, 0.277, 0.244, 0.242, 0.229, 0.230, 0.273, 0.225, 0.254, 0.217, 0.465, 0.454, 0.477, 0.500, 0.529], "homo_energy_ev": [-15.7, -15.7], "orbital_gap_ev": [7.4, 7.8], "mol_weight_g_mol": 184.33, "charge": 2, "de_lowest_kcal_mol": 59.9, "lumo_ev": [-8.307, -7.936]}

***

{"formula": "CH4Br2Si", "method": "ωB97M-V/def2-TZVPD", "species": ["C", "Si", "Br", "Br", "H", "H", "H", "H"], "coordinates": [[-1.76760, -0.92452, -0.50172], [1.51667, 0.43162, 0.35705], [-3.09460, -2.24843, -0.72655], [-2.36543, 0.75706, 0.00312], [0.59604, -0.42927, -0.39996], [0.79618, 1.47296, -0.37575], [2.87148, 0.15016, -0.12773], [1.44725, 0.79042, 1.77153]], "atomic_forces_ev_per_a": [[-1.5990, -0.1174, 0.1374], [-0.5063, 0.4912, -1.1970], [0.9425, 0.1858, -0.0504], [0.5569, -0.0626, -0.0724], [-0.0307, -1.3117, 0.7917], [0.5732, 1.1733, -0.0188], [0.2009, 0.1279, 0.1034], [-0.1376, -0.4865, 0.3060]], "mulliken_spin": [1.545, 0.034, 0.207, 0.212, -0.001, 0.001, 0.002, 0.000], "homo_energy_ev": [-8.4, -10.6], "orbital_gap_ev": [9.1, 8.5], "mol_weight_g_mol": 203.94, "multiplicity": 3, "de_lowest_kcal_mol": 84.5, "lumo_ev": [0.671, -2.095]}

***

{"formula": "C30H57NO10S5", "method": "ωB97M-V/def2-TZVPD", "species": ["C", "C", "C", "C", "N", "C", "C", "C", "C", "C", "O", "S", "O", "O", "O", "C", "O", "C", "C", "C", "O", "S", "C", "C", "O", "O", "C", "C", "C", "O", "C", "O", "C", "S", "C", "S", "S", "C", "C", "C", "H", "H", "H", "H", "H", "H", "H", "H", "H", "H", "H", "H", "H", "H", "H", "H", "H", "H", "H", "H", "H", "H", "H", "H", "H", "H", "H", "H", "H", "H", "H", "H", "H", "H", "H", "H", "H", "H", "H", "H", "H", "H", "H", "C", "C", "C", "C", "C", "C", "H", "H", "H", "H", "H", "H", "H", "H", "H", "H", "H", "H", "H", "H"], "coordinates": [[-1.32091, 5.62608, 5.63728], [-1.79020, 4.19761, 5.35119], [-3.10785, 4.15303, 4.54378], [-2.96821, 3.37967, 3.23497], [-2.58523, 1.97002, 3.49474], [-1.61595, 1.41903, 2.53783], [-0.61749, 0.49957, 3.24347], [0.22519, -0.28297, 2.23224], [-0.32823, -1.67909, 1.89969], [0.13653, -2.07011, 0.50235], [-0.64866, -1.47557, -0.54209], [-1.88701, -2.44022, -0.84300], [-2.94916, -2.11275, 0.03895], [-2.10051, -2.55303, -2.23415], [-1.18294, -3.79929, -0.33823], [0.15900, -3.54441, 0.09600], [0.56039, -4.31969, 1.12659], [0.51014, -5.74330, 0.94760], [1.76366, -6.40166, 1.53712], [2.81662, -6.76595, 0.47102], [1.37491, -7.55786, 2.27521], [1.39443, -3.68285, -1.31303], [0.58922, -4.30824, -2.81969], [0.58552, -3.34949, -4.00041], [-0.40756, -3.06848, -4.55832], [1.78367, -2.88780, -4.46503], [2.42799, -1.88437, -3.65433], [3.12613, -0.85742, -4.52137], [3.70136, 0.20511, -3.59090], [2.20745, -0.24802, -5.42383], [2.02323, -0.88000, -6.61983], [2.93306, -1.27027, -7.26970], [0.57998, -0.95810, -7.01304], [-0.03572, 0.65723, -7.59199], [-3.75297, 1.16788, 3.63126], [-4.13916, 0.47489, 5.04139], [-4.77483, 1.00402, 2.18397], [-5.21475, -0.75284, 2.24136], [-6.04731, -1.09998, 1.00764], [-6.33780, -2.61296, 0.94463], [-0.86638, 6.08713, 4.75686], [-0.61661, 5.66765, 6.46955], [-2.17633, 6.24556, 5.92403], [-1.02814, 3.65854, 4.78170], [-1.91102, 3.66381, 6.29511], [-3.88436, 3.65707, 5.13196], [-3.41822, 5.17714, 4.31970], [-2.23051, 3.85123, 2.58321], [-3.93144, 3.43376, 2.70875], [-2.10868, 0.85007, 1.73414], [-1.09113, 2.24100, 2.04736], [0.05500, 1.13106, 3.83112], [-1.15949, -0.14872, 3.93622], [0.28548, 0.28980, 1.29962], [1.24061, -0.38768, 2.62592], [-1.42027, -1.62978, 1.93811], [0.00333, -2.43065, 2.61661], [1.17233, -1.72138, 0.43979], [0.38230, -5.99890, -0.10805], [-0.35852, -6.12645, 1.48724], [2.22283, -5.71016, 2.24448], [2.84314, -7.84677, 0.31928], [3.81136, -6.44558, 0.78268], [2.60801, -6.28285, -0.48405], [1.12755, -8.24357, 1.64300], [1.12314, -5.22178, -3.09037], [-0.44842, -4.57837, -2.62731], [3.17530, -2.35812, -3.01469], [1.68952, -1.37817, -3.02836], [3.95270, -1.32945, -5.05926], [2.91385, 0.87487, -3.24096], [4.08078, -0.29928, -2.69597], [4.52774, 0.74748, -4.04404], [-0.00441, -1.28074, -6.15415], [0.49008, -1.68558, -7.81612], [1.00650, 1.39321, -7.19950], [-5.77548, -0.94695, 3.15577], [-4.29766, -1.34422, 2.23650], [-5.47195, -0.80250, 0.12717], [-6.97662, -0.52747, 1.01279], [-5.73626, -3.15277, 1.67913], [-6.11118, -3.00766, -0.04461], [-7.38679, -2.81466, 1.16463], [1.13464, 6.12477, -0.16150], [1.30051, 5.05443, -1.23629], [1.81516, 3.72360, -0.69169], [3.20265, 3.78118, -0.04927], [4.32289, 4.29015, -0.95834], [4.54480, 3.40785, -2.18343], [2.08350, 6.36612, 0.31980], [0.74127, 7.04828, -0.58760], [0.43960, 5.79260, 0.61349], [1.96657, 5.42251, -2.02130], [0.33402, 4.88053, -1.71588], [1.81589, 2.98543, -1.49938], [1.10390, 3.34963, 0.05379], [3.46343, 2.77495, 0.29631], [3.16314, 4.40404, 0.84851], [5.24545, 4.32639, -0.37352], [4.12423, 5.31770, -1.27395], [4.77898, 2.38697, -1.87298], [5.37200, 3.77374, -2.79274], [3.65962, 3.37253, -2.82035]], "atomic_forces_ev_per_a": [[-0.2554, 0.0129, 0.0874], [-0.0967, 0.1137, -0.1269], [0.4954, -0.2556, 0.0647], [-0.4241, 0.1783, 0.2844], [-0.1918, 0.6167, -0.7240], [-0.0807, -0.5919, 0.0150], [0.2245, 0.4735, -0.1830], [-0.0240, -0.2614, 0.2350], [-0.4938, 0.2403, -0.1546], [1.0666, -0.0360, 0.7581], [-0.1310, -0.1800, -0.1958], [0.0161, 0.1129, 0.2013], [-0.1435, -0.1612, 0.0059], [0.0323, 0.2433, -0.0763], [0.0707, -0.1705, 0.0772], [-0.0409, 0.1941, -0.4014], [-0.2401, -0.0275, 0.0128], [-0.1755, -0.3015, 0.1477], [0.1331, -0.2805, -0.4635], [0.0092, 0.2625, 0.0633], [0.0657, 0.1410, 0.0405], [0.0939, -0.1854, 0.1309], [-0.0941, -0.2420, 0.1492], [1.0529, -0.2475, 0.8045], [-1.6106, 0.2619, -1.0183], [0.3656, 0.1936, 0.2458], [-0.0686, -0.0587, -0.1494], [0.7157, 0.2007, 0.2710], [-0.1256, -0.3680, 0.2276], [-0.4531, -0.1945, 0.4162], [-0.4458, 0.3574, 0.3604], [0.8460, -0.6413, -0.6249], [-0.0717, 0.0109, 0.1464], [-0.1442, 0.0533, -0.1542], [0.0142, -0.2762, 0.3437], [0.1271, -0.0939, 0.0096], [0.3645, 0.0291, -0.1732], [-0.4670, -0.0826, 0.0448], [0.3384, -0.1048, -0.0287], [-0.0968, 0.2715, 0.0899], [0.0040, -0.0096, 0.0578], [0.1325, -0.0292, -0.1476], [0.0700, 0.0023, 0.0097], [0.0702, -0.0259, 0.1652], [0.0010, -0.0547, -0.0747], [-0.0808, 0.2308, -0.0071], [-0.2120, -0.0999, -0.0199], [0.1110, -0.1173, 0.0944], [0.1243, -0.0090, -0.1437], [-0.0902, 0.1146, 0.0414], [0.0296, 0.0010, 0.1138], [-0.1701, -0.0898, 0.1795], [0.1107, -0.0777, -0.0275], [0.0819, 0.0743, 0.0852], [0.0150, -0.0068, -0.2002], [0.0382, -0.2300, -0.0372], [0.0064, 0.0608, -0.0106], [-0.2050, 0.2259, -0.5158], [0.0824, 0.1421, -0.0211], [0.0156, 0.1798, 0.0380], [-0.2776, -0.0518, 0.1589], [-0.0140, 0.0402, -0.0181], [-0.0095, -0.1489, -0.0070], [0.0117, 0.0014, 0.0307], [0.0570, 0.0229, 0.1060], [0.0411, 0.1007, -0.1091], [0.0549, 0.1150, 0.1179], [-0.0214, 0.0348, 0.0096], [-0.0430, -0.0284, -0.0195], [-0.2363, -0.0123, -0.2418], [0.0704, 0.1216, -0.2187], [0.1492, 0.0876, -0.0799], [-0.1753, 0.1680, -0.0513], [0.0019, 0.0041, -0.0534], [-0.0063, 0.1113, -0.0309], [0.0638, 0.0316, 0.0736], [0.0960, -0.0220, -0.0064], [0.0085, 0.0885, 0.0746], [-0.1286, 0.0219, -0.0020], [0.0482, 0.0290, -0.0397], [0.0090, -0.0437, -0.1067], [-0.0261, -0.0703, 0.0482], [0.0462, -0.0736, -0.0002], [0.0168, 0.0070, -0.0680], [-0.0547, 0.0174, 0.0682], [0.0143, -0.0463, -0.0260], [0.0022, 0.0347, 0.0335], [-0.0106, -0.0961, -0.0111], [-0.0015, 0.0814, 0.0693], [-0.0003, -0.0036, 0.0106], [-0.0144, 0.0024, 0.0131], [0.0219, -0.0034, 0.0158], [0.0113, -0.0167, -0.0060], [0.0112, 0.0056, -0.0286], [0.0040, 0.0001, 0.0026], [0.0053, 0.0079, -0.0107], [0.0166, 0.0038, 0.0025], [-0.0082, -0.0012, -0.0014], [0.0115, 0.0307, -0.0127], [-0.0405, 0.0050, 0.0218], [-0.0101, -0.0217, -0.0470], [0.0121, -0.0119, 0.0071], [0.0020, -0.0110, -0.0066]], "mulliken_charge": [-1.346, 0.065, -0.800, -0.652, 0.512, -0.531, -0.798, -0.814, -0.297, -0.655, -0.304, 0.884, -0.375, -0.565, -0.439, 0.778, -0.254, -0.616, 0.089, -0.965, -0.582, -0.223, -0.555, 0.275, -0.483, -0.330, -0.753, 0.262, -1.558, -0.299, 0.456, -0.574, -0.046, -0.245, -0.206, -0.177, -0.265, -0.475, -0.422, -1.249, 0.280, 0.371, 0.365, -0.072, 0.319, 0.196, 0.565, 0.481, 0.337, 0.327, 0.109, 0.261, 0.292, 0.429, 0.476, -0.144, 0.455, 0.721, 0.432, 0.356, 0.313, 0.385, 0.242, 0.153, 0.351, 0.608, 0.473, 0.383, 0.502, 0.407, 0.288, 0.398, 0.494, 0.019, 0.387, 0.128, 0.534, 0.129, 0.260, 0.527, 0.323, 0.259, 0.388, -1.080, -0.474, 0.462, -0.754, -0.554, -1.062, 0.287, 0.385, 0.154, 0.268, 0.388, -0.128, -0.142, 0.365, 0.358, 0.371, 0.267, 0.219, 0.439, 0.255], "smiles": "CCCCN(CCCC[C@@H]1OS(=O)(=O)O[C@@]1(OC[C@H](C)O)SCC(=O)OC[C@H](C)OC(=O)CS)C(=S)SCCC.CCCCCC", "homo_energy_ev": -8.5, "orbital_gap_ev": 8.3, "mol_weight_g_mol": 752.12, "lumo_ev": -0.194}

***

{"formula": "C2H4N2S", "method": "ωB97M-V/def2-TZVPD", "species": ["H", "N", "C", "C", "N", "H", "S", "H", "H"], "coordinates": [[-2.58914, 0.35400, -1.19216], [-1.62535, -0.05597, -0.92382], [-1.04415, 0.70947, -0.13261], [-1.73009, 1.87297, 0.25000], [-2.61878, 2.58485, 0.38823], [-0.01033, 0.56805, 0.34866], [2.28585, 0.17753, 0.74055], [2.93711, 0.20727, -0.42136], [2.62138, -1.11072, 0.86927]], "atomic_forces_ev_per_a": [[1.9017, -0.8895, 0.4576], [-1.9115, -0.7808, -1.5607], [2.7824, 0.0499, 1.4872], [-1.5425, 1.1904, 0.2943], [0.0622, 0.8355, 0.3988], [-1.7097, -0.3605, -1.1951], [0.5307, -0.1911, 0.1438], [0.0142, 0.2250, -0.2239], [-0.1275, -0.0789, 0.1980]], "nbo_charge": [0.354, -0.506, -0.015, 0.184, -0.269, 0.224, -0.279, 0.153, 0.155], "smiles": "[H]/N=C\\C#N.S", "homo_energy_ev": -10.2, "orbital_gap_ev": 10.4, "mol_weight_g_mol": 88.14, "de_lowest_kcal_mol": 34.8, "lumo_ev": 0.151}